(1)
C5H7N as an isolated structure, computed with wB97M-V/def2-TZVPD.

Each line ends with the natural charge from an NBO analysis.
Cartesian coordinates (Å):
1 C -1.447 1.159 0.559  -0.619
2 C -0.397 0.498 -0.144  0.017
3 C 0.545 0.084 0.849  -0.294
4 N 1.225 -1.020 0.269  -0.545
5 C 0.861 -1.094 -1.046  0.029
6 C -0.078 -0.144 -1.374  -0.345
7 H -0.454 0.594 1.687  0.252
8 H -2.002 1.994 0.121  0.201
9 H -2.089 0.499 1.138  0.224
10 H 1.220 0.855 1.225  0.233
11 H 2.033 -1.480 0.655  0.408
12 H 1.246 -1.895 -1.670  0.210
13 H -0.603 -0.083 -2.319  0.230

Forces on the atoms, in the same order (eV/Å):
C -0.2 0.1 -0.2
C 0.1 0.0 0.2
C 0.1 0.1 -0.2
N 0.1 -0.1 -0.1
C 0.0 0.0 0.0
C 0.0 0.0 0.0
H 0.0 0.0 0.0
H 0.1 -0.1 0.0
H 0.2 0.1 0.0
H -0.1 -0.1 0.0
H -0.1 0.1 -0.1
H -0.1 0.1 0.1
H 0.1 0.0 0.1

Calculated values
highest occupied orbital energy	-7.7	eV
LUMO	0.91	eV
2S+1	1
Kohn-Sham gap	0.3174	hartree

(2)
A 2-piece molecular cluster, C5H7N overall at a distorted geometry, computed with wB97M-V/def2-TZVPD.

Each line ends with the natural charge from an NBO analysis.
Cartesian coordinates (Å):
1 C -0.492 -0.845 -1.366  -0.161
2 C -1.268 -1.007 -0.324  -0.180
3 C 1.475 -0.223 0.816  0.149
4 C -0.264 0.161 -0.278  -0.066
5 C -0.804 1.577 -0.123  -0.643
6 N 1.667 -1.428 0.755  -0.655
7 H -0.002 -1.211 -2.158  0.210
8 H -1.749 -1.687 0.341  0.226
9 H 1.961 0.627 1.229  0.155
10 H -0.411 2.344 -0.777  0.203
11 H -0.643 1.966 0.860  0.208
12 H -1.834 1.586 -0.273  0.209
13 H 2.366 -1.860 1.298  0.347

Forces on the atoms, in the same order (eV/Å):
C -1.4 2.1 4.0
C 2.5 0.9 0.0
C -4.5 0.9 -3.1
C 1.0 -1.0 1.3
C 1.6 -0.3 -0.4
N -0.9 -1.0 -0.3
H 1.2 -1.3 -3.0
H -0.6 -0.3 -0.1
H 0.6 0.6 0.7
H 0.5 0.0 -0.5
H 0.2 0.0 0.9
H -1.9 -0.1 -0.3
H 1.5 -0.3 0.8

Calculated values
highest occupied orbital energy	-8.0	eV
LUMO	1.16	eV
2S+1	1
Kohn-Sham gap	0.3353	hartree